(1)
Below is a gas-phase ion, C3H4NO (charge -1), with properties calculated with the ωB97M-V functional and the def2-TZVPD basis.

Last column: Mulliken charge in e.
CARTESIAN COORDINATES (ANGSTROEM)
C  0.49  0.02  -0.34  0.240
C  -0.16  -1.06  -0.89  -0.932
C  0.37  1.07  0.66  -0.277
N  1.55  0.87  -0.30  -0.031
O  2.08  1.89  -1.01  -0.781
H  0.28  -1.69  -1.53  0.294
H  -0.89  -1.61  -0.25  0.163
H  -0.44  1.99  0.55  0.167
H  0.68  0.92  1.73  0.157

Net charge = -1
Energy relative to the best compared isomer or geometry (same formula, charge and spin) = 44.64 kcal per mole
LUMO level = 4.7 eV
Electronic energy = -6708.8516 eV
SMILES = C=C1CN1[O-]

(2)
Below is C4H6O2 in the gas phase, with properties calculated with the ωB97M-V functional and the def2-TZVPD basis.

Last column: Mulliken charge in e.
CARTESIAN COORDINATES (ANGSTROEM)
O  0.00  -2.32  0.04  -0.560
C  -0.05  -1.12  0.10  0.365
C  0.17  -0.14  -1.05  -0.291
C  0.05  1.23  -0.39  -0.418
O  -0.47  1.04  0.93  -0.390
C  -0.33  -0.29  1.35  -0.247
H  -0.59  -0.32  -1.81  0.233
H  1.15  -0.33  -1.50  0.291
H  1.02  1.74  -0.34  0.253
H  -0.65  1.89  -0.91  0.267
H  -1.25  -0.63  1.83  0.262
H  0.50  -0.43  2.06  0.236

Net charge = 0
Energy relative to the best compared isomer or geometry (same formula, charge and spin) = 21.48 kcal per mole
LUMO level = 0.9 eV
Electronic energy = -8339.5298 eV
SMILES = O=C1CCOC1

(3)
Below is a gas-phase ion, C5H13N2OS (charge +1), with properties calculated with the ωB97M-V functional and the def2-TZVPD basis.

Last column: Mulliken charge in e.
CARTESIAN COORDINATES (ANGSTROEM)
C  0.30  -0.42  0.41  0.121
C  2.17  -1.02  -1.31  -1.291
C  -1.45  0.09  2.19  -0.738
C  -2.16  -0.44  -0.07  -0.922
C  1.00  -0.08  -0.95  0.502
N  1.51  1.28  -0.80  -0.625
N  -1.08  0.22  0.73  0.079
O  0.76  -1.11  1.25  -0.390
S  -1.20  1.96  -0.03  -0.115
H  2.05  -1.27  -2.30  0.361
H  3.14  -0.46  -1.20  0.331
H  2.34  -1.93  -0.60  0.317
H  -0.61  0.47  2.68  0.386
H  -2.36  0.75  2.42  0.285
H  -1.72  -1.04  2.27  0.334
H  -1.98  -1.53  -0.11  0.382
H  -3.14  -0.18  0.38  0.393
H  -2.06  0.09  -1.07  0.398
H  0.31  -0.08  -1.94  0.267
H  2.15  1.47  -1.54  0.267
H  1.89  1.31  0.12  0.228
H  0.12  1.90  -0.51  0.430

Net charge = +1
Energy relative to the best compared isomer or geometry (same formula, charge and spin) = 44.41 kcal per mole
LUMO level = -4.2 eV
Electronic energy = -21249.4619 eV
SMILES = C[C@H](N)C(=O)[N+](C)(C)S

(4)
Below is a molecular structure, C51H40F12N11O3Y, with properties calculated with the ωB97M-V functional and the def2-TZVPD basis.

Last column: Mulliken charge in e.
CARTESIAN COORDINATES (ANGSTROEM)
Y  -0.76  -0.41  -0.20  1.729
C  5.61  2.46  -1.96  -1.762
C  4.16  2.13  -1.71  0.333
C  3.29  3.07  -1.16  -1.059
C  1.95  2.78  -1.03  0.304
C  1.38  1.57  -1.47  -0.778
N  -0.02  1.37  -1.46  1.226
C  -0.75  2.19  -2.31  0.616
C  -0.14  3.29  -2.97  -0.934
C  -0.83  4.26  -3.66  -1.233
C  -2.21  4.22  -3.76  0.125
C  -3.01  5.28  -4.48  -1.706
C  -2.82  3.10  -3.23  -0.325
C  -2.16  2.08  -2.55  -0.919
C  -2.95  0.77  -2.37  1.407
O  -2.25  -0.23  -1.77  0.509
C  -3.37  0.30  -3.82  0.364
F  -4.46  0.97  -4.27  -0.280
F  -3.68  -1.01  -3.87  -0.283
F  -2.40  0.50  -4.71  -0.263
C  -4.29  0.93  -1.56  0.484
F  -4.05  0.77  -0.24  0.117
F  -4.92  2.10  -1.69  -0.319
F  -5.18  -0.03  -1.89  -0.311
C  2.28  0.59  -1.94  0.143
C  3.63  0.90  -2.06  -0.520
C  1.72  -0.80  -2.33  1.748
O  0.83  -1.30  -1.42  -1.284
C  1.08  -0.71  -3.76  0.375
F  1.23  -1.85  -4.47  -0.357
F  1.64  0.27  -4.50  -0.310
F  -0.22  -0.48  -3.70  -0.027
C  2.88  -1.85  -2.44  -0.603
F  3.67  -1.66  -3.52  -0.330
F  2.40  -3.09  -2.49  -0.331
F  3.69  -1.79  -1.36  0.072
H  5.90  3.38  -1.45  0.381
H  6.28  1.66  -1.63  0.354
H  5.80  2.60  -3.02  0.362
H  3.66  4.04  -0.85  0.310
H  1.29  3.55  -0.64  0.487
H  0.93  3.38  -2.96  0.435
H  -0.28  5.07  -4.13  0.349
H  -2.39  6.14  -4.72  0.394
H  -3.42  4.89  -5.42  0.307
H  -3.85  5.63  -3.88  0.368
H  -3.89  3.00  -3.39  0.546
H  4.31  0.17  -2.48  0.515
C  -1.84  4.28  0.99  -1.340
C  -1.32  3.03  0.65  -0.298
N  -1.78  1.88  1.12  0.948
C  -2.83  1.93  1.96  -0.609
C  -3.41  3.14  2.38  1.030
C  -2.89  4.34  1.87  -0.858
C  -4.51  3.13  3.30  -1.048
C  -5.01  1.98  3.77  -0.904
C  -4.48  0.72  3.33  1.097
C  -5.03  -0.50  3.76  -0.872
C  -4.51  -1.66  3.27  -1.276
C  -3.44  -1.59  2.37  -0.325
N  -2.89  -0.47  1.95  0.730
C  -3.39  0.68  2.43  -0.259
H  -1.42  5.17  0.55  0.602
H  -0.49  2.94  -0.03  0.334
H  -3.33  5.28  2.16  0.433
H  -4.92  4.09  3.61  0.416
H  -5.84  1.97  4.46  0.405
H  -5.86  -0.49  4.45  0.427
H  -4.90  -2.63  3.56  0.528
H  -3.03  -2.51  1.97  0.385
N  -3.08  -2.86  -2.00  -0.008
C  -2.69  -3.61  -0.99  -0.028
N  -3.15  -4.87  -0.94  -0.792
C  -2.65  -5.61  0.03  0.054
N  -3.03  -6.90  0.10  -0.346
N  -1.80  -5.19  0.98  -0.678
C  -1.45  -3.91  0.87  -0.015
N  -1.82  -3.07  -0.08  0.923
C  -0.65  -3.37  2.00  0.317
C  -0.21  -4.24  2.99  -0.956
C  0.46  -3.72  4.08  -0.814
C  0.65  -2.35  4.15  -1.273
C  0.19  -1.57  3.10  -0.876
N  -0.43  -2.06  2.03  1.414
H  -3.73  -3.25  -2.65  0.255
H  -2.81  -1.87  -2.05  -0.339
H  -3.64  -7.27  -0.61  0.260
H  -2.65  -7.49  0.82  0.231
H  -0.42  -5.29  2.89  0.560
H  0.83  -4.37  4.86  0.456
H  1.15  -1.89  4.99  0.467
H  0.32  -0.50  3.13  0.648
C  5.69  -0.30  1.04  -0.677
N  4.51  0.13  1.79  -0.424
N  3.33  -0.52  1.44  1.884
C  2.30  0.39  1.40  -0.176
O  1.12  0.11  1.13  0.533
C  2.87  1.65  1.76  -1.332
C  4.20  1.46  1.91  0.306
C  5.29  2.46  2.09  -1.640
C  3.27  -1.92  1.71  -0.414
C  4.09  -2.44  2.71  0.082
C  4.10  -3.81  2.93  -0.772
C  3.29  -4.65  2.18  -0.897
C  2.47  -4.11  1.20  -0.976
C  2.45  -2.74  0.96  1.096
H  5.57  -1.34  0.77  0.387
H  6.58  -0.20  1.67  0.362
H  5.81  0.29  0.12  -0.122
H  2.33  2.58  1.84  0.526
H  4.86  3.45  2.24  0.418
H  5.92  2.50  1.19  0.273
H  5.92  2.22  2.94  0.389
H  4.71  -1.78  3.29  0.508
H  4.74  -4.21  3.70  0.405
H  3.31  -5.72  2.34  0.450
H  1.84  -4.76  0.60  0.537
H  1.83  -2.33  0.17  -0.159

Net charge = 0
Energy relative to the best compared isomer or geometry (same formula, charge and spin) = 0.00 kcal per mole
LUMO level = -0.2 eV
Electronic energy = -109733.3499 eV

> Among the records above, which one has the lowest LUMO level?

C5H13N2OS

> What is the energy relative to the best compared isomer or geometry (same formula, charge and spin) in the first record?

44.64 kcal per mole

> LUMO level of number 1 (C3H4NO)?

4.7 eV

> LUMO level of number 2 (C4H6O2)?

0.9 eV